Record 1
Formula: C29H25F4N2O
Source: the OMol25 dataset
Level of theory: ωB97M-V/def2-TZVPD

Each line ends with the natural charge from an NBO analysis.
Cartesian coordinates (Å):
F  -0.214  3.889  -0.593  -0.312
C  0.752  3.308  0.199  0.425
C  1.128  3.970  1.362  -0.296
C  2.107  3.341  2.129  0.415
F  2.544  3.990  3.263  -0.309
C  2.649  2.109  1.803  -0.247
C  2.314  1.477  0.563  -0.098
C  3.075  0.322  0.152  -0.021
C  2.595  -0.851  -0.519  -0.098
C  3.321  -2.067  -0.330  -0.218
C  3.054  -3.170  -1.120  0.405
F  3.740  -4.339  -0.886  -0.307
C  2.071  -3.182  -2.111  -0.270
C  1.303  -2.025  -2.209  0.415
F  0.313  -1.987  -3.167  -0.312
C  1.457  -0.919  -1.379  -0.244
C  1.291  2.093  -0.214  -0.254
H  0.677  4.913  1.656  0.272
H  3.331  1.610  2.490  0.246
H  4.088  0.234  0.591  0.235
H  4.066  -2.121  0.463  0.244
H  1.880  -4.050  -2.732  0.272
H  0.697  -0.143  -1.373  0.240
H  0.935  1.637  -1.135  0.229
C  7.167  1.278  -1.721  -0.412
N  6.027  0.979  -2.555  -0.354
C  4.741  1.639  -2.416  0.130
H  4.198  1.258  -1.484  0.192
C  4.826  3.164  -2.291  -0.043
C  4.369  3.803  -1.129  -0.208
C  4.380  5.182  -1.022  -0.251
C  4.945  5.968  -2.062  0.345
O  4.959  7.312  -1.878  -0.488
C  5.539  8.204  -2.862  -0.259
C  5.460  5.326  -3.217  -0.301
C  5.385  3.941  -3.316  -0.196
N  4.057  1.156  -3.603  -0.342
C  2.762  1.638  -4.018  -0.406
C  4.869  0.369  -4.380  0.134
C  6.114  0.264  -3.724  0.222
C  7.259  -0.171  -4.404  -0.272
C  7.103  -0.578  -5.735  -0.190
C  5.855  -0.482  -6.389  -0.198
C  4.728  0.025  -5.731  -0.241
H  8.035  0.735  -2.102  0.226
H  7.376  2.356  -1.733  0.223
H  6.998  0.968  -0.681  0.208
H  3.998  3.193  -0.304  0.212
H  3.973  5.684  -0.142  0.236
H  5.401  9.200  -2.432  0.217
H  6.610  8.001  -3.003  0.188
H  5.012  8.134  -3.824  0.187
H  5.911  5.907  -4.027  0.235
H  5.779  3.450  -4.212  0.224
H  2.514  1.221  -4.997  0.228
H  1.983  1.331  -3.306  0.200
H  2.768  2.735  -4.078  0.224
H  8.226  -0.144  -3.896  0.227
H  7.966  -0.964  -6.280  0.233
H  5.774  -0.797  -7.431  0.233
H  3.768  0.193  -6.226  0.225

Values from the calculation:
E: -46367.2271 eV
Multiplicity: 1
Frontier orbital gap: 3.58 eV
Charge: +1



Record 2
Formula: C29H25N5O15S5V
Source: the OMol25 dataset
Level of theory: ωB97M-V/def2-TZVPD

Each line ends with the Mulliken spin population.
Cartesian coordinates (Å):
V  0.065  -0.970  -0.256  1.081
O  2.521  -3.721  1.845  -0.002
S  1.286  -2.989  1.750  0.001
O  0.087  -3.753  1.572  0.001
O  1.465  -1.912  0.680  -0.016
C  1.150  -2.080  3.310  0.003
C  2.143  -2.399  4.231  0.000
C  2.186  -1.802  5.480  0.000
C  1.228  -0.869  5.833  0.000
C  0.236  -0.543  4.928  -0.001
C  0.188  -1.133  3.671  0.002
S  -1.132  -0.474  2.659  0.002
O  -2.362  -0.849  3.296  -0.001
O  -0.885  0.935  2.507  0.001
O  -0.948  -1.216  1.363  0.009
H  2.897  -3.112  3.934  0.000
H  2.987  -2.052  6.164  0.000
H  1.265  -0.377  6.796  0.000
H  -0.508  0.205  5.172  0.000
N  -1.158  -0.857  -3.736  0.000
C  -0.635  -2.203  -3.685  0.000
C  -0.623  -2.978  -2.366  0.007
O  -0.743  -4.170  -2.329  -0.008
O  -0.561  -2.251  -1.232  -0.045
H  -0.572  -0.213  -3.219  0.002
H  -2.077  -0.818  -3.310  0.000
H  0.398  -2.215  -4.038  0.000
H  -1.203  -2.845  -4.364  0.000
O  -0.752  2.907  -0.729  0.000
C  -2.078  3.054  -0.617  0.001
C  -2.543  4.375  -0.598  0.000
C  -3.889  4.652  -0.501  0.000
C  -4.807  3.609  -0.424  0.000
C  -4.347  2.306  -0.435  -0.001
C  -2.988  1.992  -0.524  0.002
C  -2.569  0.549  -0.509  -0.006
O  -1.321  0.274  -0.825  -0.017
N  -3.503  -0.284  -0.239  0.000
N  -3.267  -1.620  -0.135  -0.001
C  -3.806  -2.382  -0.974  0.000
S  -3.818  -4.132  -0.740  0.000
C  -4.116  -4.484  -2.483  0.000
C  -5.141  -3.487  -3.006  0.000
S  -4.707  -1.827  -2.415  0.000
H  -0.523  1.958  -0.778  0.003
H  -1.803  5.163  -0.658  0.000
H  -4.226  5.683  -0.489  0.000
H  -5.868  3.810  -0.350  0.000
H  -5.040  1.480  -0.363  0.000
H  -4.488  -5.506  -2.560  0.000
H  -3.176  -4.405  -3.028  0.000
H  -6.144  -3.739  -2.661  0.000
H  -5.131  -3.461  -4.096  0.000
O  1.312  1.516  -2.438  0.001
C  1.983  0.518  -2.253  0.007
C  3.486  0.445  -2.488  -0.002
C  3.777  -1.048  -2.470  0.000
C  2.442  -1.679  -2.079  0.000
O  2.246  -2.874  -2.056  0.001
N  1.499  -0.696  -1.834  -0.005
H  3.963  0.983  -1.665  0.000
H  3.745  0.954  -3.415  0.000
H  4.524  -1.356  -1.739  0.000
H  4.074  -1.445  -3.442  0.000
O  3.182  1.726  4.184  0.000
S  3.581  1.323  2.862  0.000
O  4.862  0.678  2.729  0.000
N  2.415  0.461  2.128  -0.001
C  1.911  1.095  1.106  0.007
O  0.989  0.682  0.335  -0.022
C  2.525  2.446  0.835  -0.002
C  2.253  3.355  -0.173  0.000
C  2.994  4.532  -0.203  0.000
C  3.980  4.792  0.745  0.000
C  4.253  3.873  1.753  0.000
C  3.507  2.715  1.766  0.000
H  1.494  3.150  -0.915  0.001
H  2.798  5.258  -0.982  0.000
H  4.542  5.717  0.695  0.000
H  5.019  4.053  2.495  0.000

Values from the calculation:
E: -148512.5184 eV
<S²>: 0.758
Multiplicity: 2
Frontier orbital gap (alpha / beta): 6.95 / 7.27 eV
Charge: -2



| no. | M (u) |
| --- | --- |
| 1 | 493.52 |
| 2 | 894.82 |